*a*
Computed, not measured: a cluster of 7 separate species, C14H42O7 in total, with ωB97M-V/def2-TZVPD.

```
63
Properties=species:S:1:pos:R:3
O 0.38 0.61 -1.15
O -4.65 2.17 -1.19
O 5.59 -3.06 0.90
O -2.37 4.04 -1.51
O -1.34 -1.02 -3.25
O 2.64 2.48 -1.40
O -0.14 -2.63 6.23
C -1.52 4.15 -3.76
C -0.09 0.69 0.25
C 1.04 0.25 1.26
C 2.15 -2.85 5.21
C 4.37 -2.70 1.34
C 3.21 3.09 -0.30
C -5.51 -0.01 -0.55
C -4.42 1.00 -0.36
C 4.30 2.21 0.34
C -2.73 -1.02 -3.13
C -1.83 3.20 -2.61
C -3.38 -2.31 -3.64
C 3.55 -4.00 1.35
C 0.64 -2.58 5.04
H -0.93 5.02 -3.49
H -0.33 1.73 0.46
H 2.37 -3.87 5.53
H 2.53 -2.17 5.97
H -1.64 4.56 -1.16
H 3.90 -2.01 0.65
H -2.38 4.59 -4.27
H 1.79 -0.44 0.87
H -3.49 0.50 -0.59
H 0.53 -0.34 2.03
H -0.02 -0.16 -1.56
H 5.73 -2.95 -0.04
H -2.69 2.54 -2.78
H -0.97 3.65 -4.56
H 3.46 -4.53 0.40
H 4.09 -4.66 2.03
H 0.16 -3.26 4.34
H -4.52 1.25 0.70
H 5.14 2.01 -0.33
H 2.66 -2.63 4.27
H -3.07 -3.23 -3.13
H 0.56 -1.58 4.61
H -3.39 -0.18 -3.31
H -3.26 -2.48 -4.72
H -4.45 -2.16 -3.53
H 4.67 2.84 1.15
H -0.96 2.65 -2.26
H -5.47 -0.47 -1.54
H 3.62 4.08 -0.52
H 4.46 -2.15 2.28
H -2.86 -1.08 -2.05
H -5.46 -0.80 0.20
H -1.02 0.13 0.27
H 2.49 3.45 0.43
H 1.57 1.13 1.61
H 0.51 -2.56 6.93
H -1.23 -0.46 -4.02
H 2.52 -3.96 1.69
H 3.92 1.31 0.83
H -6.51 0.35 -0.30
H -3.92 2.77 -1.05
H 1.99 1.84 -1.09
```

Results
Frontier orbital gap   10.4623 eV
Highest occupied orbital energy   -10.0 eV
SMILES   CCO.CCO.CCO.CCO.CCO.CCO.CCO
E_LUMO   0.459 eV

Now the natural (NBO) charges, all in e: -0.77, -0.74, -0.72, -0.76, -0.71, -0.73, -0.71, -0.64, -0.07, -0.65, -0.64, -0.05, -0.06, -0.62, -0.07, -0.63, -0.09, -0.09, -0.63, -0.64, -0.06, 0.21, 0.18, 0.21, 0.20, 0.47, 0.15, 0.22, 0.22, 0.15, 0.22, 0.50, 0.48, 0.19, 0.21, 0.21, 0.21, 0.17, 0.16, 0.21, 0.22, 0.21, 0.15, 0.19, 0.20, 0.21, 0.20, 0.19, 0.20, 0.17, 0.17, 0.16, 0.21, 0.18, 0.14, 0.21, 0.46, 0.47, 0.20, 0.20, 0.22, 0.49, 0.49

***

*b*
Computed, not measured: a cluster of 7 separate species, C14H42O7 in total, with ωB97M-V/def2-TZVPD.

```
63
Properties=species:S:1:pos:R:3
O -7.32 -9.29 -4.67
O -9.41 -15.22 -1.96
O -4.20 -11.57 4.09
O -1.62 -12.33 3.23
O -8.41 -10.38 4.88
O -10.58 -15.08 2.36
O -6.68 -11.51 2.91
C -6.39 -11.00 1.62
C -4.16 -11.13 5.44
C -8.16 -8.28 3.66
C -9.41 -13.87 -2.39
C -1.64 -13.57 2.51
C -7.94 -9.05 4.95
C -5.68 -12.07 0.79
C -9.25 -15.29 2.83
C -6.85 -9.55 -2.29
C -3.65 -12.20 6.38
C -8.33 -15.04 1.66
C -7.04 -8.59 -3.46
C -8.97 -12.90 -1.31
C -2.52 -14.54 3.25
H -3.64 -11.82 7.40
H -8.74 -13.81 -3.24
H -7.83 -7.86 -3.25
H -6.86 -9.06 -1.31
H -7.83 -10.87 4.28
H -2.17 -14.67 4.28
H -8.75 -15.53 0.78
H -6.89 -9.01 5.25
H -8.20 -9.66 -4.59
H -5.84 -11.69 3.35
H -9.01 -11.90 -1.75
H -7.93 -13.06 -1.04
H -3.33 -11.91 3.85
H -6.27 -12.97 0.67
H -2.02 -13.42 1.50
H -5.45 -11.69 -0.21
H -5.75 -10.12 1.68
H -3.55 -14.18 3.28
H -9.11 -16.31 3.21
H -9.01 -14.61 3.66
H -3.54 -10.24 5.53
H -7.34 -10.73 1.17
H -1.12 -11.69 2.72
H -5.18 -10.85 5.71
H -9.22 -8.15 3.47
H -11.19 -15.17 3.10
H -10.41 -13.59 -2.74
H -5.93 -10.12 -2.42
H -6.13 -8.02 -3.64
H -9.62 -12.94 -0.44
H -4.72 -12.33 1.24
H -10.14 -15.35 -1.34
H -8.51 -8.57 5.76
H -7.32 -15.38 1.87
H -2.49 -15.51 2.76
H -7.69 -10.26 -2.29
H -7.67 -7.31 3.72
H -2.63 -12.48 6.13
H -7.70 -8.83 2.83
H -4.27 -13.10 6.35
H -8.28 -13.97 1.44
H -0.62 -13.95 2.41
```

Results
Frontier orbital gap   9.9795 eV
Highest occupied orbital energy   -9.6 eV
SMILES   CCO.CCO.CCO.CCO.CCO.CCO.CCO
E_LUMO   0.424 eV

Now the natural (NBO) charges, all in e: -0.72, -0.72, -0.78, -0.75, -0.75, -0.73, -0.77, -0.06, -0.06, -0.63, -0.06, -0.06, -0.06, -0.63, -0.06, -0.63, -0.64, -0.63, -0.06, -0.63, -0.64, 0.22, 0.17, 0.16, 0.21, 0.49, 0.21, 0.22, 0.14, 0.46, 0.51, 0.20, 0.21, 0.51, 0.21, 0.17, 0.21, 0.16, 0.22, 0.15, 0.16, 0.16, 0.18, 0.48, 0.18, 0.21, 0.47, 0.15, 0.21, 0.18, 0.21, 0.20, 0.47, 0.17, 0.21, 0.22, 0.20, 0.20, 0.21, 0.20, 0.21, 0.21, 0.17

***

Which is most stable, and by how much? *b*, by 48.3 kcal/mol.

***

*a*
Computed, not measured: a cluster of 7 separate species, C14H42O7 in total, with ωB97M-V/def2-TZVPD.

```
63
Properties=species:S:1:pos:R:3
O -16.54 7.95 14.99
O -16.97 12.68 12.17
O -14.02 5.23 15.01
O -19.34 9.40 20.24
O -18.87 14.43 18.56
O -19.28 6.76 14.45
O -13.99 7.88 13.76
C -16.56 14.04 18.12
C -15.62 9.76 16.28
C -19.59 7.63 18.55
C -16.82 10.42 11.55
C -19.58 7.99 20.02
C -18.80 11.79 10.80
C -20.67 8.61 13.73
C -18.20 12.16 18.42
C -18.63 7.20 20.91
C -16.88 9.20 15.60
C -19.51 7.69 13.38
C -17.78 11.57 11.87
C -19.85 6.87 12.13
C -17.78 13.53 18.87
H -17.33 9.52 11.20
H -19.98 7.46 11.22
H -16.10 10.69 10.77
H -14.69 8.10 14.39
H -14.40 8.02 12.90
H -15.92 10.64 16.84
H -14.84 9.97 15.56
H -18.59 7.57 18.10
H -21.01 9.15 12.85
H -21.58 8.07 14.02
H -17.59 7.48 20.74
H -19.17 12.01 18.91
H -19.21 12.81 10.85
H -20.77 6.28 12.27
H -18.41 12.10 17.35
H -18.76 6.13 20.73
H -15.18 9.03 16.97
H -16.19 10.19 12.42
H -18.88 7.33 21.96
H -20.06 6.67 18.36
H -19.04 15.06 19.26
H -20.12 9.88 19.94
H -18.57 8.17 13.10
H -17.48 11.36 18.62
H -17.67 9.12 16.35
H -17.21 9.88 14.81
H -18.30 11.68 9.84
H -18.27 11.26 12.81
H -16.22 15.05 18.32
H -16.80 13.98 17.06
H -15.74 13.37 18.39
H -17.41 13.52 12.01
H -20.44 9.20 14.62
H -19.17 6.02 12.02
H -14.91 5.57 15.13
H -17.33 7.43 14.80
H -20.06 8.44 17.99
H -17.66 13.52 19.96
H -14.07 4.31 15.27
H -20.11 6.31 14.63
H -19.67 11.14 10.75
H -20.59 7.87 20.43
```

Results
Frontier orbital gap   10.5572 eV
Highest occupied orbital energy   -10.2 eV
SMILES   CC(C)O.CC(C)O.CC(C)O.CC(C)O.CCO.O.O
E_LUMO   0.392 eV

Now the natural (NBO) charges, all in e: -0.77, -0.72, -0.93, -0.73, -0.75, -0.74, -0.95, -0.63, -0.64, -0.64, -0.62, 0.10, -0.64, -0.64, -0.62, -0.62, -0.06, 0.08, 0.10, -0.64, 0.10, 0.20, 0.21, 0.22, 0.48, 0.46, 0.21, 0.22, 0.21, 0.22, 0.20, 0.22, 0.21, 0.21, 0.20, 0.20, 0.21, 0.22, 0.22, 0.22, 0.21, 0.47, 0.46, 0.19, 0.22, 0.17, 0.16, 0.21, 0.14, 0.21, 0.21, 0.20, 0.47, 0.22, 0.22, 0.47, 0.50, 0.21, 0.16, 0.46, 0.48, 0.22, 0.15

***

*b*
Computed, not measured: a cluster of 7 separate species, C14H42O7 in total, with ωB97M-V/def2-TZVPD.

```
63
Properties=species:S:1:pos:R:3
O 6.06 -0.21 -1.83
O -0.06 -0.16 -0.37
O -1.52 0.86 3.35
O 0.25 -4.74 0.11
O 0.36 -2.46 -1.62
O -0.73 3.32 -1.05
O -1.86 1.48 0.71
C -0.97 3.09 3.35
C 2.03 -1.04 0.32
C -0.60 -3.40 -3.66
C -0.66 1.74 3.90
C -0.06 -2.08 -2.96
C -1.95 4.32 -2.89
C -1.76 4.20 -1.40
C -3.07 1.17 0.04
C 6.65 -1.10 0.22
C -1.35 -3.33 1.21
C -4.30 1.95 0.67
C 0.74 -0.31 0.78
C 5.82 0.07 -0.41
C -1.01 -4.74 0.59
H 6.90 -0.91 1.27
H -4.53 1.69 1.70
H 2.84 -0.70 0.97
H -3.07 1.38 -1.03
H -3.21 0.10 0.20
H -2.25 3.34 -3.27
H -2.63 5.08 -3.25
H 0.22 -0.72 1.64
H -1.03 4.52 -3.45
H 2.26 -0.73 -0.70
H -1.15 -5.58 1.27
H 1.95 -2.13 0.38
H 0.10 -3.69 -4.43
H -0.71 1.69 4.99
H 5.37 -0.71 -2.28
H -1.27 -2.59 0.41
H -1.85 1.11 1.60
H -0.67 3.20 2.31
H -0.60 -4.18 -2.90
H 6.03 -1.99 0.12
H 1.06 0.66 1.18
H -0.93 2.87 -0.23
H -5.17 1.55 0.14
H 6.21 1.02 -0.05
H 0.39 1.49 3.74
H -1.64 -3.30 -3.97
H -2.74 3.94 -0.99
H -0.73 -3.10 2.08
H -4.14 3.01 0.47
H -1.65 5.26 -1.13
H -1.31 0.15 3.95
H -0.88 -1.35 -2.94
H -1.71 -4.96 -0.22
H 4.81 -0.04 0.00
H 0.23 -3.93 -0.41
H 7.65 -1.20 -0.21
H 0.57 -1.67 -1.12
H -1.98 3.48 3.45
H 0.68 -1.50 -3.51
H -0.25 3.77 3.80
H -0.77 0.43 -0.11
H -2.41 -3.38 1.46
```

Results
Frontier orbital gap   9.6737 eV
Highest occupied orbital energy   -9.4 eV
SMILES   CCO.CCO.CCO.CCO.CCO.CCO.CCO
E_LUMO   0.270 eV

Now the natural (NBO) charges, all in e: -0.74, -0.76, -0.72, -0.73, -0.79, -0.73, -0.79, -0.64, -0.66, -0.64, -0.07, -0.06, -0.63, -0.06, -0.07, -0.62, -0.66, -0.64, -0.07, -0.07, -0.04, 0.19, 0.21, 0.21, 0.20, 0.17, 0.20, 0.21, 0.16, 0.21, 0.22, 0.16, 0.23, 0.21, 0.16, 0.48, 0.22, 0.52, 0.22, 0.23, 0.20, 0.15, 0.50, 0.21, 0.18, 0.16, 0.21, 0.15, 0.20, 0.21, 0.15, 0.49, 0.16, 0.13, 0.17, 0.49, 0.22, 0.51, 0.22, 0.17, 0.22, 0.50, 0.20

***

Which is most stable, and by how much? *a*, by 53.6 kcal/mol.

***

*a*
Computed, not measured: the molecule C3H3IO, with ωB97M-V/def2-TZVPD.

```
8
Properties=species:S:1:pos:R:3
I 3.07 -0.14 -0.05
O -1.39 1.33 -0.14
C -1.32 0.13 -0.02
C -0.06 -0.50 0.14
C 1.04 0.18 -0.18
H -0.06 -1.58 0.53
H 0.91 1.22 -0.52
H -2.20 -0.63 0.25
```

Results
Frontier orbital gap   9.2034 eV
Highest occupied orbital energy   -9.6 eV
SMILES   O=C/C=C/I
E_LUMO   -0.403 eV

Now the natural (NBO) charges, all in e: 0.20, -0.52, 0.39, -0.38, -0.27, 0.22, 0.23, 0.11

***

*b*
Computed, not measured: a structure of composition C3H3IO, with ωB97M-V/def2-TZVPD.

```
8
Properties=species:S:1:pos:R:3
I -3.81 0.17 0.05
O -1.13 -2.57 -0.35
C -1.51 -1.63 0.40
C -0.13 0.45 -0.27
C -1.01 -0.39 0.11
H -0.49 1.43 -0.83
H 0.96 0.43 0.06
H -2.17 -1.98 1.17
```

Results
Frontier orbital gap (spin up / spin down)   6.9017 / 6.9031 eV
Highest occupied orbital energy (spin up / spin down)   -9.5 / -9.5 eV
E_LUMO (spin up / spin down)   -2.643 / -2.642 eV

Now the natural (NBO) charges, all in e: -0.18, -0.49, 0.18, -0.46, 0.17, 0.29, 0.28, 0.20

***

Which is most stable, and by how much? *a*, by 49.4 kcal/mol.

***

*a*
Computed, not measured: the molecule C7H7NS, with ωB97M-V/def2-TZVPD.

```
16
Properties=species:S:1:pos:R:3
S -2.94 0.67 -0.16
N -0.63 1.60 -0.31
C 1.45 0.32 0.29
C -2.97 -1.04 0.13
C -0.79 -0.79 -0.31
C 2.73 -0.22 -0.05
C -1.23 0.52 -0.36
C -1.72 -1.68 0.21
C 0.80 1.62 0.03
H 0.66 1.97 1.07
H -1.74 -2.72 0.37
H 3.52 0.49 0.14
H 2.75 -0.41 -1.11
H -3.98 -1.45 0.38
H 1.23 2.26 -0.80
H 2.87 -1.14 0.48
```

Results
Frontier orbital gap (spin up / spin down)   6.5747 / 7.2805 eV
Highest occupied orbital energy (spin up / spin down)   -7.1 / -7.9 eV
E_LUMO (spin up / spin down)   -0.566 / -0.656 eV

Now the natural (NBO) charges, all in e: 0.40, -0.39, 0.29, -0.33, -0.02, -0.78, -0.07, -0.34, -0.45, 0.28, 0.23, 0.24, 0.25, 0.22, 0.23, 0.24

***

*b*
Computed, not measured: a structure of composition C7H7NS, with ωB97M-V/def2-TZVPD.

```
16
Properties=species:S:1:pos:R:3
S 1.39 0.01 1.91
N 2.07 -2.89 -0.57
C -1.25 0.52 0.15
C -0.92 1.25 1.26
C -0.37 -0.13 -0.67
C 0.50 1.58 1.52
C 1.67 -1.93 -0.05
C 1.18 -0.77 0.44
C -0.47 -0.83 -1.95
H -1.66 1.56 1.97
H 0.35 -0.55 -2.62
H 0.65 2.23 2.37
H -0.43 -1.91 -1.82
H -1.41 -0.56 -2.44
H -2.30 0.43 -0.11
H 1.00 1.97 0.63
```

Results
Frontier orbital gap (spin up / spin down)   6.8227 / 7.3384 eV
Highest occupied orbital energy (spin up / spin down)   -7.7 / -8.0 eV
E_LUMO (spin up / spin down)   -0.895 / -0.708 eV

Now the natural (NBO) charges, all in e: 0.41, -0.30, -0.34, -0.16, 0.19, -0.55, 0.16, -0.35, -0.71, 0.22, 0.25, 0.24, 0.25, 0.23, 0.23, 0.23

***

Which is most stable, and by how much? *b*, by 81.1 kcal/mol.